1.
Computed, not measured: a structure of composition C26H32IrN5O7Si, with ωB97M-V/def2-TZVPD.

The spin multiplicity is 5. As for the HOMO-LUMO gap (spin up / spin down): 7.1 / 7.1 eV. The calculation puts the total energy at -59974.71656 eV. The energy above the lowest of the compared OMol25 structures with the same formula, charge and spin comes out at 0.00 kJ/mol.

Geometry as XYZ:
```
72
Properties=species:S:1:pos:R:3:nbo_charge:R:1
Ir 0.22226 -0.35246 0.17468 1.323
N 1.63981 0.71555 3.08481 -0.578
C 0.30283 1.10999 3.07566 0.380
C -0.07302 2.13527 3.94823 -0.248
C -1.38619 2.54694 3.95674 -0.146
C -2.29896 1.92546 3.10957 -0.270
C -1.84477 0.92661 2.28092 0.071
N -0.55979 0.52657 2.25430 -0.522
C 2.26748 -0.43453 2.63386 0.413
C 3.45321 -0.80774 3.28036 -0.280
C 4.12927 -1.92531 2.85822 -0.121
C 3.61445 -2.67086 1.80038 -0.276
C 2.45579 -2.23922 1.20657 0.073
N 1.79071 -1.13190 1.60214 -0.543
H 2.18260 1.20586 3.77649 0.402
H 0.65948 2.58505 4.60611 0.211
H -1.70080 3.33854 4.62365 0.226
H -3.34162 2.20594 3.09112 0.237
H -2.50067 0.40198 1.60027 0.261
H 3.81419 -0.21779 4.11265 0.220
H 5.04504 -2.22272 3.35139 0.229
H 4.10622 -3.56053 1.43716 0.238
H 2.01801 -2.74914 0.36040 0.254
O -0.09392 -3.14716 -2.84984 -0.602
C -0.25562 -2.76412 -1.71320 0.783
O 0.60902 -2.01808 -1.06394 -0.804
C -1.45424 -3.21906 -0.91789 -0.261
C -1.91080 -4.49833 -1.15683 -0.100
C -2.96442 -5.01413 -0.41825 -0.043
C -3.59967 -4.25585 0.54189 -0.134
C -3.17684 -2.95983 0.73111 -0.069
C -2.08285 -2.38662 0.03727 0.471
O -1.73077 -1.15577 0.27827 -0.780
N -3.90804 -2.17338 1.72401 0.536
O -4.22292 -2.73325 2.75700 -0.377
O -4.18198 -1.01909 1.45654 -0.383
N -3.41378 -6.38444 -0.65316 0.537
O -4.36647 -6.78474 -0.01066 -0.388
O -2.82109 -7.03821 -1.48861 -0.379
H -1.43495 -5.09466 -1.92216 0.269
H -4.41561 -4.65868 1.12395 0.270
C 0.53524 3.16754 0.27069 -1.187
Si 0.55508 1.81853 -1.04936 1.318
C -0.93544 2.08675 -2.20906 -0.528
C -0.90736 1.13208 -3.40555 -0.608
C -0.96208 3.53871 -2.70874 -0.613
C -2.22040 1.83659 -1.40524 -0.614
C 2.30326 1.73754 -1.82687 -0.525
C 2.48813 0.50287 -2.71617 -0.616
C 3.31987 1.65659 -0.67884 -0.604
C 2.58968 3.00149 -2.64669 -0.612
H 0.77342 4.14539 -0.15692 0.237
H 1.26320 2.96373 1.05732 0.233
H -0.45111 3.23769 0.73396 0.241
H -0.09770 1.37247 -4.09636 0.205
H -1.84690 1.21393 -3.96200 0.208
H -0.79233 0.08873 -3.10059 0.222
H -0.09311 3.78346 -3.31969 0.206
H -1.00734 4.25239 -1.88329 0.204
H -1.85290 3.69659 -3.32595 0.211
H -2.31311 0.79716 -1.08778 0.230
H -3.08847 2.07206 -2.03030 0.210
H -2.27868 2.47099 -0.51672 0.200
H 2.26208 -0.42440 -2.18766 0.231
H 3.52825 0.45292 -3.05744 0.201
H 1.85540 0.53484 -3.60239 0.215
H 3.16853 0.75766 -0.07248 0.201
H 3.27248 2.52540 -0.01996 0.204
H 4.33342 1.60778 -1.09057 0.210
H 1.95883 3.05615 -3.53450 0.208
H 3.63097 2.99559 -2.98675 0.209
H 2.43852 3.91461 -2.06523 0.202
```

2.
Computed, not measured: a structure of composition C26H32MnNO6 at a distorted geometry, with ωB97M-V/def2-TZVPD.

The spin multiplicity is 4. As for the HOMO-LUMO gap (spin up / spin down): 5.4 / 5.0 eV. The calculation puts the total energy at -72560.79002 eV. The energy above the lowest of the compared OMol25 structures with the same formula, charge and spin comes out at 34.88 kJ/mol. As for the charge: +1.

Geometry as XYZ:
```
66
Properties=species:S:1:pos:R:3:nbo_charge:R:1
O 4.89916 -2.86988 -3.85069 -0.575
C 6.25476 -2.78798 -3.28702 -0.065
C 6.99735 -3.30249 -4.48713 -0.475
H 6.42042 -3.46933 -2.44064 0.188
H 6.50210 -1.74306 -3.05932 0.178
C 5.57563 -3.33279 -5.06545 0.276
H 7.45411 -4.27398 -4.28976 0.219
H 7.69132 -2.55211 -4.86442 0.218
C 5.09832 -4.72353 -5.45826 -0.622
H 5.23896 -5.45425 -4.65366 0.219
H 5.67109 -5.06638 -6.32956 0.219
H 4.03756 -4.67932 -5.73690 0.212
C 5.38570 -2.33878 -6.19909 -0.622
H 5.74171 -1.34405 -5.89448 0.209
H 4.31914 -2.30506 -6.46224 0.209
H 5.96590 -2.66979 -7.07173 0.223
Mn -0.49926 0.27702 -0.38928 1.048
C -0.88867 2.26595 -0.78575 -0.263
C -0.28712 2.18977 0.53194 -0.232
C 1.02118 1.61158 0.39657 -0.181
H -0.69402 2.62535 1.44647 0.309
C 1.24245 1.30009 -0.99978 -0.259
C 0.06941 1.73891 -1.73856 -0.226
H -0.02488 1.79888 -2.82025 0.283
H -1.83153 2.75332 -1.03616 0.289
H 1.75470 1.48861 1.19909 0.327
H 2.18392 0.95383 -1.42481 0.299
C -2.41078 -0.58398 -0.26116 -0.253
C -2.05163 -0.19154 -1.61738 -0.247
C -0.87300 -0.96152 -2.00118 -0.262
H -2.60978 0.48643 -2.25662 0.284
C -0.52975 -1.82513 -0.89137 -0.170
C -1.48304 -1.60631 0.15872 -0.163
H -1.52804 -2.15686 1.09161 0.316
H -3.25333 -0.21153 0.31979 0.298
H -0.40484 -0.98200 -2.98424 0.292
H 0.29546 -2.53884 -0.87270 0.304
O 3.03266 -2.87311 -1.14849 -0.532
C 2.85181 -1.81054 -2.13721 -0.065
C 4.11638 -0.88306 -2.05585 -0.432
H 1.95037 -1.20965 -1.84073 0.097
H 2.62660 -2.24970 -3.13334 0.221
C 4.90269 -1.56919 -0.92102 -0.438
H 3.82851 0.11805 -1.70433 0.164
H 4.63548 -0.82045 -3.02269 0.248
C 3.70368 -2.07585 -0.08823 -0.078
H 5.69183 -0.98226 -0.43716 0.226
H 5.41333 -2.43669 -1.37318 0.232
H 3.12567 -1.17021 0.22659 0.147
H 3.91165 -2.70793 0.78887 0.222
O 1.18823 0.62710 3.81774 -0.666
C 0.23239 -0.00641 3.30951 0.735
O 0.23923 -0.89517 2.40421 -0.750
C -1.14033 0.39606 3.86300 -0.142
C -2.33794 -0.32084 3.60491 -0.170
C -3.55819 0.05994 4.17497 -0.193
C -3.62091 1.22315 4.97269 0.016
C -2.45053 1.96860 5.21999 -0.173
C -1.24262 1.55543 4.66823 -0.185
N -4.85374 1.69013 5.50853 0.495
O -5.90245 1.04360 5.29988 -0.369
O -4.82560 2.72349 6.21861 -0.367
H -2.33173 -1.18763 2.94450 0.196
H -4.48048 -0.50652 4.03593 0.249
H -2.49894 2.84623 5.86070 0.258
H -0.36631 2.17096 4.85026 0.249
```